ORCA calculation (ωB97M-V/def2-TZVPD) on 9 unconnected molecules or ions with the total composition C28H57Br17NO.

Last column: Löwdin charge in e.
CARTESIAN COORDINATES (ANGSTROEM)
C 0.833244 -1.948443 0.352133  -0.082
C 0.560878 -1.682417 -1.136694  -0.236
C 0.198970 -2.932776 -1.939666  -0.167
C -0.885978 -3.832145 -1.341633  -0.313
C -0.864774 -5.205714 -2.027193  -0.040
C -2.321082 -3.277223 -1.427003  -0.200
C -3.028970 -3.229440 -0.070623  -0.137
O -3.822134 -2.081407 0.152861  -0.101
C -4.599639 -1.513860 -0.887468  -0.337
C -6.078158 -1.900511 -0.933268  -0.219
C -6.529423 -3.290590 -0.536711  -0.692
C -6.349552 -3.668809 0.915107  -0.117
Br -5.806419 -4.683879 -1.717198  0.757
C -3.922706 -1.665908 -2.248251  -0.075
N -2.464943 -1.920848 -2.045442  0.084
H 1.773835 -1.499359 0.645958  0.033
H 0.915810 -3.007810 0.568317  0.071
H 0.070396 -1.512164 0.987615  0.053
H 1.454269 -1.261937 -1.581424  0.064
H -0.192846 -0.907205 -1.248115  0.043
H 1.091665 -3.538940 -2.049049  0.123
H -0.082539 -2.666568 -2.961396  0.107
H -0.648817 -4.002775 -0.298858  0.117
H -1.289478 -5.135892 -3.026238  0.088
H -1.453827 -5.931893 -1.477917  0.089
H 0.149287 -5.569372 -2.137438  0.084
H -2.886613 -3.921658 -2.088862  0.112
H -3.595963 -4.149445 0.047104  0.094
H -2.278397 -3.213769 0.713648  0.132
H -4.583850 -0.449832 -0.679127  0.055
H -6.662229 -1.218451 -0.324018  0.068
H -6.408002 -1.723398 -1.955616  0.112
H -7.589980 -3.335891 -0.747659  0.081
H -6.877246 -4.592954 1.117695  0.080
H -5.316003 -3.793010 1.204807  0.057
H -6.796803 -2.883674 1.518058  0.093
H -4.324009 -2.460264 -2.863929  0.108
H -4.022941 -0.729344 -2.785732  0.112
H -1.989245 -1.863251 -2.944094  0.089
H -2.109943 -1.172214 -1.439888  0.077
Br -1.119103 0.381845 -4.126699  0.695
C -2.350990 1.826801 -3.689295  -0.637
C -1.971125 2.532739 -2.418052  -0.634
Br -2.251971 1.438064 -0.835386  0.704
H -3.339397 1.380872 -3.644900  0.038
H -2.307339 2.526776 -4.520163  0.072
H -2.584091 3.421376 -2.289084  0.075
H -0.922197 2.807849 -2.397819  0.015
Br 4.039274 -0.027979 2.369354  0.652
C 3.796107 1.895498 2.199174  -0.698
C 2.379581 2.314828 2.474251  -0.652
Br 1.196468 1.902942 0.980867  0.642
H 4.131274 2.168479 1.203975  0.009
H 4.464126 2.316860 2.945983  -0.027
H 2.320793 3.392378 2.606610  0.070
H 1.960323 1.821415 3.345471  0.024
Br 5.188163 3.285020 5.354447  0.653
C 5.312035 1.414428 5.893910  -0.667
C 3.972245 0.847120 6.275571  -0.712
Br 3.359704 1.503890 7.996502  0.631
H 6.025530 1.381345 6.709971  0.055
H 5.709010 0.878805 5.033930  0.032
H 4.039612 -0.233852 6.368329  0.064
H 3.202580 1.100702 5.553918  0.029
Br -9.514859 -0.151252 -0.875654  0.645
C -9.155733 1.755919 -0.743341  -0.680
C -8.213486 2.220327 -1.820141  -0.662
Br -6.394761 1.617901 -1.463757  0.672
H -8.758508 1.927432 0.251305  0.053
H -10.117560 2.251876 -0.844532  0.065
H -8.168493 3.305638 -1.854161  0.064
H -8.479593 1.832171 -2.797101  0.054
Br 9.397680 -0.001953 2.631575  0.622
C 8.843696 1.858497 2.557205  -0.686
C 7.374866 1.990733 2.262430  -0.701
Br 6.955376 1.594406 0.404412  0.632
H 9.457291 2.339309 1.803021  0.052
H 9.069204 2.278606 3.534180  0.062
H 7.045581 3.013681 2.432281  0.057
H 6.776112 1.307008 2.857531  0.005
Br -1.038415 0.709125 3.438523  0.619
C -2.509886 -0.070043 4.447293  -0.670
C -3.570965 -0.622909 3.535329  -0.692
Br -4.622028 0.757192 2.659463  0.616
H -2.881671 0.708261 5.105012  0.055
H -2.081138 -0.873960 5.040682  0.063
H -4.278477 -1.225285 4.100791  0.063
H -3.147865 -1.214841 2.733553  0.028
Br 3.644632 0.475389 -2.892577  0.631
C 3.493245 2.308828 -2.261376  -0.683
C 2.078620 2.810747 -2.339989  -0.727
Br 1.539108 3.170695 -4.177174  0.628
H 4.170152 2.901922 -2.865889  0.049
H 3.838772 2.301459 -1.230094  0.032
H 1.980643 3.752194 -1.804887  0.062
H 1.377187 2.082753 -1.942884  -0.007
Br 10.779107 3.813802 -3.710948  0.620
C 9.455036 2.623702 -2.935655  -0.708
C 8.049762 3.066259 -3.240851  -0.702
Br 7.536903 4.625078 -2.194724  0.578
H 9.646863 2.594053 -1.868307  0.039
H 9.641666 1.643897 -3.367979  0.061
H 7.344934 2.280810 -2.973053  0.042
H 7.920549 3.337406 -4.283193  0.051

Cartesian forces, eV/Å:
C 0.1 0.2 -0.3
C 0.1 -0.2 0.1
C -0.3 0.1 0.1
C 0.1 -0.3 -0.5
C -0.1 0.3 -0.1
C 0.1 0.0 0.2
C 0.0 -0.1 0.1
O 0.2 0.2 0.2
C -0.2 -0.1 0.0
C 0.1 -0.3 -0.2
C -0.1 0.1 0.1
C 0.0 -0.1 -0.1
Br 0.1 -0.1 -0.1
C 0.1 0.2 -0.2
N -0.6 -0.2 0.2
H 0.2 0.1 0.1
H 0.0 -0.2 0.1
H -0.2 0.0 0.2
H 0.2 0.2 -0.2
H -0.1 0.2 0.0
H 0.2 -0.1 0.0
H 0.1 0.1 -0.2
H 0.0 0.1 0.3
H 0.0 0.0 -0.2
H -0.1 -0.2 0.1
H 0.2 -0.2 0.1
H -0.2 0.0 -0.2
H -0.2 -0.1 0.0
H 0.1 0.1 0.2
H 0.1 0.2 0.3
H 0.0 0.2 0.2
H -0.2 0.1 -0.1
H -0.2 0.0 -0.2
H -0.1 -0.2 0.1
H 0.2 0.1 0.1
H 0.0 0.1 0.2
H 0.0 -0.3 0.0
H 0.0 0.1 -0.2
H 0.2 0.2 0.1
H 0.2 0.0 -0.1
Br 0.0 0.0 0.0
C 0.0 0.0 0.0
C 0.1 0.0 0.0
Br -0.1 -0.1 0.1
H -0.1 0.1 0.0
H 0.1 0.0 -0.1
H -0.1 0.0 0.1
H 0.0 0.1 -0.1
Br -0.1 0.0 0.0
C 0.0 -0.2 0.1
C 0.0 0.1 0.0
Br 0.0 0.0 0.0
H 0.0 0.0 0.0
H -0.1 0.1 0.0
H 0.0 0.0 0.0
H 0.0 0.0 0.0
Br 0.0 0.0 0.1
C 0.0 0.0 -0.1
C 0.0 0.0 0.1
Br 0.0 0.0 -0.1
H 0.0 0.0 0.0
H 0.0 0.0 0.0
H 0.0 0.0 0.0
H 0.0 0.0 0.0
Br 0.0 0.0 0.0
C 0.0 -0.1 0.0
C 0.0 0.0 0.0
Br 0.1 0.1 -0.1
H 0.0 0.0 0.0
H 0.0 0.0 0.0
H 0.0 0.0 0.0
H 0.0 0.0 0.0
Br 0.0 0.0 0.0
C 0.1 -0.1 0.0
C -0.1 0.1 0.0
Br 0.0 -0.1 0.0
H 0.0 0.0 0.0
H 0.0 0.0 0.0
H 0.0 0.0 0.0
H 0.0 0.0 0.0
Br -0.1 -0.1 0.0
C 0.1 0.1 0.0
C -0.1 0.0 0.0
Br 0.0 0.0 -0.1
H -0.1 0.0 0.0
H 0.0 0.0 0.0
H 0.0 0.0 0.0
H 0.0 -0.1 -0.1
Br 0.0 0.0 0.0
C 0.1 -0.1 0.0
C 0.0 0.0 -0.1
Br 0.0 0.0 0.1
H 0.1 0.1 0.0
H 0.0 0.0 0.0
H 0.0 0.0 0.0
H 0.0 0.0 0.0
Br 0.0 0.0 0.0
C 0.1 0.0 -0.1
C -0.1 0.0 0.1
Br 0.0 0.0 -0.1
H 0.0 0.0 0.0
H 0.0 0.0 0.0
H 0.0 0.0 0.0
H 0.0 0.0 0.0

The strongest force on any atom is 0.660 eV Å⁻¹. The HOMO-LUMO gap is 9.40 eV. As for the total charge: +1. The value obtained for the HOMO energy is -0.415 hartree.